# C36H36MnN5O2PS2Si

C36H36MnN5O2PS2Si as an isolated structure (the ωB97M-V functional and the def2-TZVPD basis, OMol25).

E_HOMO (spin up / spin down) ... -12.96 / -12.97 eV
Energy above the lowest of the compared OMol25 structures with the same formula, charge and spin ... 3.6 kcal per mole
2S+1 ... 4
Total charge ... +2
E_LUMO (spin up / spin down) ... -6.4 / -5.4 eV
F_max ... 0.06410 hartree/bohr

Element x y z (Å)
Mn: 1.4462 -0.7345 1.0145
C: 1.6795 4.6551 -1.0677
O: 0.5032 3.8083 -1.3204
C: 0.6073 2.5159 -1.5100
O: -0.3746 1.7400 -1.8094
N: 1.8010 1.9489 -1.2111
N: 1.9063 0.5151 -1.0517
H: 2.1160 4.3783 -0.1144
H: 1.3164 5.6585 -0.8490
H: 2.4079 4.6092 -1.8721
H: 2.4850 2.5714 -0.7694
H: 2.7771 0.2813 -1.4864
H: 1.1522 0.1696 -1.6881
S: 3.6915 -1.9757 1.4962
P: 2.9985 -1.8283 3.3275
S: 1.4533 -0.4608 3.4453
C: 2.4487 -3.3434 4.1196
C: 3.3687 -4.3380 4.5943
C: 2.9311 -5.3930 5.3488
C: 1.5561 -5.5954 5.5757
C: 0.6635 -4.7004 4.9674
C: 1.0985 -3.5571 4.3027
C: 4.4238 -1.3893 4.3892
C: 4.0883 -0.7885 5.6495
C: 5.1187 -0.3332 6.4345
C: 6.4654 -0.6010 6.1149
C: 6.7488 -1.2090 4.8994
C: 5.7355 -1.5798 4.0305
H: 4.4312 -4.2957 4.2923
H: 3.5539 -6.1619 5.8393
H: 1.2045 -6.3985 6.1943
H: -0.3799 -5.0188 4.9786
H: 0.3900 -2.8485 3.8059
H: 3.0407 -0.6063 5.9295
H: 4.9238 0.2500 7.3673
H: 7.2625 -0.4939 6.8060
H: 7.8209 -1.4504 4.6702
H: 6.0203 -2.1374 3.0752
C: -2.6740 -1.3700 -5.5339
C: -2.0403 -1.5160 -4.2951
C: -1.6138 -0.4143 -3.5898
C: -1.9548 0.8778 -3.9631
C: -2.3561 1.0286 -5.3476
C: -2.8512 -0.1265 -6.0378
Si: -1.8547 2.2868 -2.7393
C: -3.1267 1.8406 -1.4487
C: -4.4228 1.4265 -1.9075
C: -5.2981 0.9336 -0.9478
C: -4.8975 0.6836 0.3492
C: -3.6176 1.0554 0.8033
C: -2.8841 1.8162 -0.0432
C: -1.6774 4.0532 -3.4153
C: -0.6322 4.3391 -4.3403
C: -0.7666 5.3740 -5.2261
C: -1.7036 6.3766 -4.9813
C: -2.6871 6.1898 -4.0008
C: -2.5849 5.0840 -3.1812
H: -3.0550 -2.2413 -6.0721
H: -1.8805 -2.4914 -3.8662
H: -1.2186 -0.5863 -2.5807
H: -2.4865 1.9828 -5.8141
H: -3.4109 0.0105 -6.9974
H: -4.7611 1.5484 -2.9483
H: -6.3252 0.6499 -1.2259
H: -5.5788 0.1158 1.0199
H: -3.3146 0.8540 1.8519
H: -2.0627 2.3493 0.3698
H: 0.3000 3.8124 -4.4521
H: -0.0226 5.4695 -5.9705
H: -1.7344 7.3282 -5.5321
H: -3.4926 6.8543 -3.7902
H: -3.3248 5.0147 -2.3619
N: -3.6348 -3.0850 0.6480
C: -2.3374 -3.0237 0.2284
C: -1.3950 -2.1674 0.8614
N: -0.1130 -2.1423 0.4245
C: 0.2922 -3.1093 -0.4799
C: -0.7061 -3.8297 -1.1466
N: -1.9928 -3.8093 -0.7937
H: -3.9483 -2.5302 1.4056
H: -4.2955 -3.7168 0.2032
H: -1.6414 -1.4963 1.6380
H: 1.3152 -3.0455 -0.7440
H: -0.4128 -4.5172 -1.9474

The molecule's Mulliken atomic charges, reported in e, are given here: atom 1 (Mn): 0.394, atom 2 (C): -0.973, atom 3 (O): -0.244, atom 4 (C): 0.645, atom 5 (O): 0.113, atom 6 (N): -0.143, atom 7 (N): -0.458, atom 8 (H): 0.457, atom 9 (H): 0.270, atom 10 (H): 0.392, atom 11 (H): 0.233, atom 12 (H): 0.255, atom 13 (H): 0.305, atom 14 (S): -0.523, atom 15 (P): 1.389, atom 16 (S): -0.428, atom 17 (C): 0.512, atom 18 (C): -0.300, atom 19 (C): -0.599, atom 20 (C): -0.478, atom 21 (C): -0.634, atom 22 (C): -0.015, atom 23 (C): 0.598, atom 24 (C): -0.471, atom 25 (C): -0.674, atom 26 (C): -0.493, atom 27 (C): -0.518, atom 28 (C): -0.165, atom 29 (H): 0.327, atom 30 (H): 0.340, atom 31 (H): 0.437, atom 32 (H): 0.356, atom 33 (H): -0.003, atom 34 (H): 0.291, atom 35 (H): 0.324, atom 36 (H): 0.434, atom 37 (H): 0.316, atom 38 (H): 0.176, atom 39 (C): -0.612, atom 40 (C): -0.435, atom 41 (C): 0.095, atom 42 (C): 0.480, atom 43 (C): -0.601, atom 44 (C): -0.549, atom 45 (Si): -0.142, atom 46 (C): 0.434, atom 47 (C): -0.253, atom 48 (C): -0.631, atom 49 (C): -0.349, atom 50 (C): -0.787, atom 51 (C): -0.617, atom 52 (C): 0.696, atom 53 (C): -0.460, atom 54 (C): -0.859, atom 55 (C): -0.321, atom 56 (C): -0.596, atom 57 (C): -0.369, atom 58 (H): 0.408, atom 59 (H): 0.411, atom 60 (H): 0.117, atom 61 (H): 0.436, atom 62 (H): 0.353, atom 63 (H): 0.411, atom 64 (H): 0.371, atom 65 (H): 0.414, atom 66 (H): 0.546, atom 67 (H): 0.547, atom 68 (H): 0.360, atom 69 (H): 0.477, atom 70 (H): 0.384, atom 71 (H): 0.457, atom 72 (H): 0.339, atom 73 (N): -0.409, atom 74 (C): 0.598, atom 75 (C): -0.590, atom 76 (N): 0.421, atom 77 (C): -0.525, atom 78 (C): -0.531, atom 79 (N): -0.549, atom 80 (H): 0.186, atom 81 (H): 0.254, atom 82 (H): 0.568, atom 83 (H): 0.571, atom 84 (H): 0.406



# C7H8O

A 2-piece molecular cluster, C7H8O overall (the ωB97M-V functional and the def2-TZVPD basis, OMol25).

E_HOMO ... -8.53 eV
Energy above the lowest of the compared OMol25 structures with the same formula, charge and spin ... 122.7 kcal per mole
2S+1 ... 1
E_LUMO ... 0.8 eV
F_max ... 0.06437 hartree/bohr

Element x y z (Å)
C: -3.3714 -0.2923 0.6981
C: -0.9635 -0.1060 -2.0049
C: -4.3223 0.4161 0.8551
C: -0.2550 -0.5964 -1.1993
C: 1.6764 0.1737 0.0487
C: 2.9030 -0.1771 0.8260
C: 0.7660 -0.8136 -0.2420
O: 1.5433 1.5022 -0.3316
H: -5.1958 1.0483 0.9173
H: -1.5506 0.2969 -2.8031
H: 0.6351 1.6774 -0.6995
H: 2.9675 0.2871 1.8583
H: 3.9016 0.2452 0.3750
H: 3.0670 -1.2523 0.9496
H: -2.3969 -0.7264 0.3564
H: 0.5956 -1.6826 0.3958

The molecule's Mulliken atomic charges, reported in e, are given here: atom 1 (C): -0.200, atom 2 (C): -0.115, atom 3 (C): -0.139, atom 4 (C): -0.461, atom 5 (C): 0.774, atom 6 (C): -1.119, atom 7 (C): -0.446, atom 8 (O): -0.477, atom 9 (H): 0.372, atom 10 (H): 0.373, atom 11 (H): 0.315, atom 12 (H): 0.272, atom 13 (H): 0.286, atom 14 (H): 0.326, atom 15 (H): -0.030, atom 16 (H): 0.269



# C18H20ClNOS

C18H20ClNOS in the gas phase (the ωB97M-V functional and the def2-TZVPD basis, OMol25).

E_HOMO ... -8.68 eV
Energy above the lowest of the compared OMol25 structures with the same formula, charge and spin ... 0.0 kcal per mole
2S+1 ... 1
E_LUMO ... 0.6 eV
F_max ... 0.01254 hartree/bohr

Element x y z (Å)
O: 3.2210 -0.8176 -0.2616
C: 2.5452 0.0028 0.3252
N: 1.6571 0.8049 -0.2912
H: 1.0623 1.4097 0.2555
C: 1.3472 0.7211 -1.7019
H: 0.7092 -0.1511 -1.8901
H: 2.2853 0.5827 -2.2460
C: 0.6230 1.9939 -2.1489
C: -0.6446 2.1528 -1.3553
C: -1.7645 1.3905 -1.6636
C: -2.9063 1.4691 -0.8880
C: -2.9430 2.3084 0.2130
C: -1.8366 3.0783 0.5255
C: -0.6948 2.9999 -0.2544
H: 0.1606 3.6178 -0.0131
H: -1.8603 3.7418 1.3777
H: -3.8329 2.3674 0.8216
H: -3.7688 0.8725 -1.1431
H: -1.7412 0.7333 -2.5202
H: 0.3973 1.9100 -3.2126
H: 1.2755 2.8560 -1.9994
C: 2.6360 0.2576 1.8260
C: 1.3451 -0.0910 2.5669
H: 0.4608 0.0544 1.9434
H: 1.2439 0.5122 3.4690
S: 1.3010 -1.8020 3.1934
C: 1.3592 -2.7592 1.6425
C: 0.2151 -2.4975 0.7135
C: 0.4255 -2.5653 -0.6589
C: -0.6217 -2.3793 -1.5435
C: -1.8878 -2.1073 -1.0513
C: -2.1131 -2.0136 0.3116
C: -1.0612 -2.2167 1.1859
H: -1.2325 -2.1599 2.2511
H: -3.1011 -1.7949 0.6848
Cl: -3.2038 -1.8958 -2.1551
H: -0.4589 -2.4521 -2.6080
H: 1.4176 -2.7625 -1.0366
H: 2.3130 -2.5636 1.1530
H: 1.3453 -3.7983 1.9792
H: 3.4650 -0.3259 2.2297
H: 2.8618 1.3165 1.9744

The molecule's Mulliken atomic charges, reported in e, are given here: atom 1 (O): -0.662, atom 2 (C): 0.490, atom 3 (N): 0.284, atom 4 (H): 0.104, atom 5 (C): -0.019, atom 6 (H): -0.203, atom 7 (H): 0.401, atom 8 (C): -1.243, atom 9 (C): 0.373, atom 10 (C): -0.198, atom 11 (C): -0.738, atom 12 (C): -0.552, atom 13 (C): -0.632, atom 14 (C): -0.310, atom 15 (H): 0.445, atom 16 (H): 0.409, atom 17 (H): 0.419, atom 18 (H): 0.452, atom 19 (H): 0.507, atom 20 (H): 0.432, atom 21 (H): 0.318, atom 22 (C): -0.952, atom 23 (C): -0.457, atom 24 (H): 0.227, atom 25 (H): 0.404, atom 26 (S): -0.147, atom 27 (C): -0.923, atom 28 (C): 0.292, atom 29 (C): -0.398, atom 30 (C): -0.549, atom 31 (C): 0.274, atom 32 (C): -0.635, atom 33 (C): -0.239, atom 34 (H): 0.481, atom 35 (H): 0.445, atom 36 (Cl): -0.195, atom 37 (H): 0.416, atom 38 (H): 0.300, atom 39 (H): 0.369, atom 40 (H): 0.440, atom 41 (H): 0.351, atom 42 (H): 0.420



# C5H8O2

C5H8O2 in the gas phase (the ωB97M-V functional and the def2-TZVPD basis, OMol25).

E_HOMO ... -9.94 eV
Energy above the lowest of the compared OMol25 structures with the same formula, charge and spin ... 40.9 kcal per mole
2S+1 ... 1
E_LUMO ... 1.0 eV
F_max ... 0.01777 hartree/bohr

Element x y z (Å)
C: -1.1707 0.7300 0.3815
O: -1.0682 0.9872 -1.0106
C: 0.1957 0.4403 -1.2431
C: 0.0811 -1.0045 -0.8394
C: -0.3325 -0.5892 0.5906
C: 0.9919 0.0241 0.9877
O: 1.2049 0.8775 -0.1826
H: -2.1995 0.7809 0.7321
H: -0.5886 1.5459 0.8181
H: 0.4904 0.7453 -2.2504
H: 1.0954 -1.4189 -0.8776
H: -0.6137 -1.6368 -1.3877
H: -0.7828 -1.3575 1.2188
H: 0.9035 0.5891 1.9281
H: 1.7930 -0.7134 1.1345

The molecule's Mulliken atomic charges, reported in e, are given here: atom 1 (C): -0.584, atom 2 (O): -0.422, atom 3 (C): 0.122, atom 4 (C): -0.646, atom 5 (C): -0.198, atom 6 (C): -0.656, atom 7 (O): -0.475, atom 8 (H): 0.391, atom 9 (H): 0.290, atom 10 (H): 0.419, atom 11 (H): 0.284, atom 12 (H): 0.324, atom 13 (H): 0.478, atom 14 (H): 0.340, atom 15 (H): 0.332



# C6H13N

An isolated ion of composition C6H13N and charge +1 (the ωB97M-V functional and the def2-TZVPD basis, OMol25).

E_HOMO (spin up / spin down) ... -12.83 / -12.80 eV
Energy above the lowest of the compared OMol25 structures with the same formula, charge and spin ... 47.6 kcal per mole
2S+1 ... 2
Total charge ... +1
E_LUMO (spin up / spin down) ... -4.5 / -8.2 eV
F_max ... 0.04216 hartree/bohr

Element x y z (Å)
C: 1.2472 -1.8686 0.0383
C: 0.8970 -0.5099 0.5835
C: -0.5690 -0.2048 0.9807
C: -1.7279 2.6293 -1.4798
C: -0.9776 1.8574 -0.4725
C: -1.1176 0.5180 -0.1966
N: 2.3410 -2.4529 0.8026
H: 1.5990 -1.8411 -0.9960
H: 0.3459 -2.5032 -0.0412
H: 1.2939 0.3971 0.0962
H: 1.4504 -0.3868 1.5259
H: -0.5742 0.5031 1.8131
H: -1.1762 -1.0659 1.2422
H: -1.9498 3.6289 -1.1161
H: -2.6646 2.2074 -1.8461
H: -1.1192 2.7484 -2.3879
H: -0.3714 2.4504 0.2127
H: -1.5470 -0.1183 -0.9739
H: 2.5578 -3.3716 0.4452
H: 2.0624 -2.6170 1.7696

The molecule's Mulliken atomic charges, reported in e, are given here: atom 1 (C): -0.436, atom 2 (C): -0.605, atom 3 (C): -0.643, atom 4 (C): -1.165, atom 5 (C): 0.129, atom 6 (C): -0.052, atom 7 (N): -0.632, atom 8 (H): 0.323, atom 9 (H): 0.302, atom 10 (H): 0.397, atom 11 (H): 0.379, atom 12 (H): 0.345, atom 13 (H): 0.384, atom 14 (H): 0.361, atom 15 (H): 0.374, atom 16 (H): 0.335, atom 17 (H): 0.380, atom 18 (H): 0.342, atom 19 (H): 0.262, atom 20 (H): 0.220



# C3H5NOS

C3H5NOS in the gas phase (the ωB97M-V functional and the def2-TZVPD basis, OMol25).

E_HOMO ... -8.69 eV
Energy above the lowest of the compared OMol25 structures with the same formula, charge and spin ... 117.7 kcal per mole
2S+1 ... 1
E_LUMO ... 0.1 eV
F_max ... 0.09278 hartree/bohr

Element x y z (Å)
C: -1.0976 -0.6919 -0.0057
C: -0.5537 -1.0778 -1.4029
C: 0.9388 1.0971 0.9432
N: 0.2091 -0.7485 -0.2419
O: 1.2280 0.1825 -0.1468
S: -2.3081 -0.3854 1.0038
H: -0.3460 -1.9575 -1.8686
H: -0.6778 -0.1963 -2.1416
H: 1.1281 2.1620 0.7198
H: 1.5792 0.7771 1.8547
H: -0.0999 0.8387 1.2860

The molecule's Mulliken atomic charges, reported in e, are given here: atom 1 (C): 0.208, atom 2 (C): -0.268, atom 3 (C): -0.245, atom 4 (N): -0.021, atom 5 (O): -0.210, atom 6 (S): -0.383, atom 7 (H): 0.251, atom 8 (H): 0.208, atom 9 (H): 0.222, atom 10 (H): 0.198, atom 11 (H): 0.041



Q: The highest F_max belongs to which entry?
A: C3H5NOS